{
  "formula": "C31H42N2O2RbS5",
  "method": "ωB97M-V with the def2-TZVPD basis set",
  "elements": ["Rb", "C", "C", "S", "C", "C", "S", "C", "C", "S", "H", "H", "H", "H", "H", "H", "H", "H", "H", "H", "H", "H", "O", "S", "C", "C", "C", "C", "S", "O", "C", "C", "C", "C", "C", "C", "C", "C", "C", "C", "C", "C", "H", "H", "H", "H", "H", "H", "H", "H", "H", "H", "H", "H", "H", "H", "H", "H", "H", "H", "N", "C", "C", "C", "C", "C", "C", "H", "H", "H", "H", "H", "H", "H", "C", "C", "C", "N", "H", "H", "H", "H", "H"],
  "xyz": [[0.221, 0.827, 0.496], [-3.014, 2.641, -1.596], [-3.916, 2.278, -0.420], [-3.132, 1.133, 0.745], [-3.423, 1.912, 2.353], [-2.908, 3.336, 2.538], [-1.131, 3.524, 2.225], [-1.083, 4.939, 1.094], [-1.869, 4.820, -0.209], [-1.406, 3.381, -1.208], [-2.744, 1.742, -2.153], [-3.560, 3.296, -2.277], [-4.231, 3.168, 0.123], [-4.824, 1.820, -0.814], [-4.488, 1.888, 2.590], [-2.917, 1.239, 3.048], [-3.441, 4.031, 1.892], [-3.115, 3.643, 3.564], [-1.403, 5.838, 1.624], [-0.020, 5.062, 0.875], [-2.939, 4.777, -0.013], [-1.697, 5.726, -0.791], [-1.064, -0.677, 2.515], [-2.046, -1.745, 2.897], [-2.570, -2.543, 1.353], [-1.423, -2.935, 0.439], [-1.904, -3.530, -0.888], [-2.690, -2.591, -1.798], [-1.768, -1.284, -2.655], [-1.057, -0.468, -1.621], [-0.524, -2.309, -3.430], [0.791, -2.184, -3.017], [1.762, -2.970, -3.624], [1.413, -3.859, -4.630], [0.091, -3.960, -5.048], [-0.885, -3.177, -4.453], [-1.090, -3.103, 3.561], [0.291, -3.016, 3.572], [1.027, -4.074, 4.091], [0.379, -5.193, 4.593], [-1.008, -5.261, 4.589], [-1.752, -4.208, 4.079], [-3.227, -1.797, 0.903], [-3.177, -3.401, 1.653], [-0.805, -3.685, 0.938], [-0.795, -2.066, 0.251], [-2.542, -4.393, -0.682], [-1.041, -3.916, -1.435], [-3.477, -2.047, -1.270], [-3.172, -3.147, -2.606], [1.043, -1.470, -2.243], [2.794, -2.885, -3.309], [2.172, -4.470, -5.099], [-0.178, -4.643, -5.842], [-1.913, -3.240, -4.789], [0.767, -2.127, 3.179], [2.108, -4.022, 4.106], [0.956, -6.014, 4.997], [-1.511, -6.129, 4.994], [-2.835, -4.245, 4.093], [2.254, 1.359, 2.831], [3.078, 2.103, 1.969], [4.284, 1.577, 1.511], [5.062, 2.296, 0.618], [4.648, 3.538, 0.156], [3.442, 4.058, 0.604], [2.660, 3.349, 1.505], [2.754, 0.690, 3.398], [1.652, 1.926, 3.411], [4.616, 0.608, 1.865], [6.008, 1.883, 0.290], [5.269, 4.105, -0.525], [3.114, 5.032, 0.265], [1.734, 3.770, 1.881], [4.081, 1.591, -4.541], [4.211, 2.056, -3.090], [3.183, 1.470, -2.232], [2.380, 0.990, -1.568], [4.863, 2.050, -5.143], [3.116, 1.876, -4.957], [4.180, 0.510, -4.616], [4.125, 3.141, -3.011], [5.182, 1.785, -2.673]],
  "forces_ev_per_angstrom": [[0.079, -0.010, -0.016], [0.013, 0.000, 0.017], [0.001, 0.007, -0.021], [-0.015, -0.012, 0.005], [0.005, 0.011, -0.002], [-0.013, -0.014, -0.005], [-0.002, 0.011, -0.002], [-0.007, -0.002, -0.016], [0.008, -0.002, 0.013], [0.005, 0.006, -0.020], [-0.005, -0.001, 0.001], [0.001, -0.002, -0.005], [-0.003, -0.005, 0.008], [-0.003, 0.004, 0.001], [0.001, -0.002, 0.002], [0.000, -0.002, 0.001], [0.006, 0.006, 0.001], [0.001, 0.002, 0.001], [0.003, 0.001, 0.006], [-0.001, 0.009, 0.005], [0.000, 0.001, -0.002], [0.000, 0.001, -0.002], [-0.027, -0.037, 0.013], [0.034, -0.017, -0.059], [0.000, 0.042, 0.036], [0.007, -0.033, 0.000], [0.015, 0.039, 0.016], [0.030, -0.012, -0.017], [0.012, -0.014, -0.006], [-0.063, 0.019, 0.037], [0.007, 0.018, 0.010], [-0.003, -0.005, -0.003], [-0.001, 0.006, -0.002], [0.001, 0.001, 0.001], [-0.002, -0.001, 0.004], [-0.002, -0.002, -0.004], [0.001, -0.005, 0.000], [-0.003, 0.001, -0.002], [-0.005, -0.001, -0.001], [0.010, 0.003, 0.004], [-0.006, 0.000, 0.002], [0.003, 0.009, 0.000], [-0.004, -0.009, -0.008], [-0.005, 0.000, 0.001], [0.003, 0.016, 0.009], [-0.006, -0.002, -0.016], [-0.007, 0.001, -0.004], [-0.007, -0.007, -0.009], [-0.011, -0.010, 0.002], [-0.010, 0.009, 0.001], [0.001, 0.001, 0.002], [0.001, -0.001, -0.001], [0.001, 0.001, 0.001], [0.001, 0.000, 0.000], [0.000, 0.001, 0.000], [0.004, -0.001, -0.001], [0.001, 0.001, 0.000], [-0.001, 0.001, 0.001], [-0.001, 0.002, 0.000], [0.001, -0.004, 0.002], [-0.016, 0.030, 0.024], [-0.008, -0.048, 0.011], [-0.003, 0.025, -0.014], [0.001, -0.002, -0.001], [0.012, -0.007, -0.002], [-0.016, 0.004, 0.000], [0.019, 0.009, -0.003], [0.007, -0.008, -0.016], [-0.009, 0.003, -0.013], [-0.001, 0.002, 0.006], [0.000, 0.001, 0.000], [-0.001, 0.001, -0.001], [-0.006, 0.000, 0.006], [0.001, 0.007, -0.004], [0.008, 0.004, -0.017], [-0.037, 0.018, -0.012], [0.069, -0.010, 0.050], [-0.050, -0.043, 0.000], [-0.003, -0.003, -0.004], [-0.001, 0.005, 0.006], [0.002, 0.000, 0.008], [-0.003, 0.001, -0.011], [-0.005, -0.008, 0.009]],
  "total_energy_ev": -94731.80018,
  "orbital_gap_ev": 8.82,
  "de_lowest_kj_mol": 11.3,
  "total_charge": 1,
  "homo_energy_ha": -0.3857
}

{
  "formula": "C28H56ClN2O16",
  "method": "ωB97M-V with the def2-TZVPD basis set",
  "elements": ["C", "C", "C", "C", "N", "C", "Cl", "C", "C", "C", "C", "N", "O", "C", "C", "C", "C", "H", "H", "H", "H", "H", "H", "H", "H", "H", "H", "H", "H", "H", "H", "H", "H", "H", "H", "H", "H", "H", "H", "H", "H", "H", "H", "C", "O", "C", "O", "O", "C", "H", "H", "H", "H", "H", "H", "C", "O", "C", "O", "O", "C", "H", "H", "H", "H", "H", "H", "C", "O", "C", "O", "O", "C", "H", "H", "H", "H", "H", "H", "C", "O", "C", "O", "O", "C", "H", "H", "H", "H", "H", "H", "C", "O", "C", "O", "O", "C", "H", "H", "H", "H", "H", "H"],
  "xyz": [[-5.535, -2.776, 0.104], [-4.453, -2.922, -0.975], [-3.107, -2.326, -0.515], [-1.891, -3.133, -0.935], [-1.622, -3.131, -2.375], [-1.308, -1.861, -2.997], [-2.868, -1.129, -3.591], [-0.537, -0.901, -2.110], [-0.004, 0.382, -2.767], [1.071, 0.925, -1.816], [-1.115, 1.470, -2.855], [0.587, 0.169, -4.110], [1.760, 0.623, -4.306], [0.142, -0.954, -4.980], [-0.826, -0.389, -6.041], [1.354, -1.493, -5.748], [-0.436, -2.148, -4.214], [-5.565, -3.649, 0.755], [-6.524, -2.649, -0.337], [-5.347, -1.891, 0.712], [-4.789, -2.338, -1.832], [-4.341, -3.954, -1.303], [-3.080, -1.286, -0.840], [-3.108, -2.300, 0.579], [-2.112, -4.168, -0.663], [-1.014, -2.860, -0.335], [-0.860, -3.768, -2.568], [0.327, -1.477, -1.760], [-1.087, -0.604, -1.221], [0.648, 0.879, -0.808], [1.307, 1.964, -2.016], [1.962, 0.301, -1.813], [-1.584, 1.461, -3.834], [-0.716, 2.451, -2.617], [-1.902, 1.243, -2.136], [-1.241, -1.188, -6.652], [-1.609, 0.222, -5.606], [-0.240, 0.251, -6.702], [2.145, -1.787, -5.061], [1.719, -0.795, -6.493], [1.033, -2.403, -6.259], [-0.967, -2.800, -4.907], [0.411, -2.728, -3.830], [-2.242, 1.474, 1.577], [-1.407, 0.437, 2.099], [-1.031, 0.621, 3.362], [-1.337, 1.555, 4.058], [-0.261, -0.401, 3.722], [0.225, -0.331, 5.067], [-2.475, 1.195, 0.553], [-3.166, 1.548, 2.147], [-1.722, 2.430, 1.584], [-0.602, -0.324, 5.774], [0.842, 0.554, 5.206], [0.827, -1.222, 5.214], [7.342, -4.980, -5.625], [6.124, -4.236, -5.531], [6.124, -3.308, -4.575], [7.033, -3.071, -3.825], [4.944, -2.692, -4.595], [4.801, -1.661, -3.614], [7.199, -5.689, -6.435], [8.177, -4.321, -5.855], [7.538, -5.514, -4.697], [5.535, -0.873, -3.767], [4.899, -2.068, -2.609], [3.804, -1.250, -3.745], [-0.280, 3.821, 5.733], [0.686, 4.230, 6.716], [1.817, 4.702, 6.207], [2.082, 4.807, 5.038], [2.620, 5.046, 7.218], [3.882, 5.578, 6.809], [-1.139, 3.452, 6.282], [-0.572, 4.670, 5.118], [0.118, 3.031, 5.111], [3.747, 6.484, 6.220], [4.449, 4.849, 6.234], [4.425, 5.818, 7.718], [-6.785, -9.211, -0.270], [-6.198, -8.042, -0.848], [-5.129, -8.285, -1.604], [-4.649, -9.366, -1.821], [-4.683, -7.123, -2.079], [-3.526, -7.229, -2.913], [-7.634, -8.863, 0.311], [-7.125, -9.893, -1.047], [-6.075, -9.715, 0.381], [-3.740, -7.838, -3.790], [-2.692, -7.656, -2.359], [-3.285, -6.215, -3.218], [3.821, 12.638, 5.607], [3.967, 11.290, 6.063], [2.824, 10.712, 6.429], [1.736, 11.222, 6.404], [3.097, 9.471, 6.828], [1.953, 8.725, 7.252], [4.820, 12.975, 5.346], [3.178, 12.679, 4.731], [3.414, 13.267, 6.395], [1.239, 8.616, 6.437], [1.471, 9.201, 8.104], [2.316, 7.745, 7.546]],
  "forces_ev_per_angstrom": [[0.066, -0.148, -0.160], [-0.160, 0.768, 0.015], [-0.436, -0.333, 0.247], [-0.092, -0.184, 0.053], [0.005, 0.293, 0.181], [0.319, -0.402, -0.243], [-0.151, 0.124, 0.084], [0.200, 0.021, -0.298], [-0.273, 1.021, 0.443], [-0.345, -0.291, 0.310], [-0.112, -0.599, 0.074], [0.308, -0.973, 0.640], [-0.015, 0.263, -0.173], [-0.067, 0.176, -1.060], [0.389, 0.266, 0.099], [-0.261, -0.447, 0.195], [0.076, 0.045, 0.371], [0.006, 0.052, 0.140], [-0.043, -0.134, 0.001], [-0.010, 0.008, 0.061], [0.092, -0.248, -0.221], [-0.020, -0.074, 0.028], [0.221, 0.016, 0.005], [0.136, -0.026, 0.038], [0.081, -0.061, -0.068], [0.014, 0.229, -0.070], [-0.062, -0.122, -0.074], [0.014, -0.041, 0.007], [-0.101, -0.035, 0.002], [-0.016, 0.076, 0.017], [0.276, -0.045, -0.200], [0.118, 0.100, -0.125], [-0.004, 0.203, -0.033], [0.068, 0.102, -0.237], [-0.022, 0.098, 0.050], [-0.172, -0.051, 0.089], [-0.201, -0.180, -0.040], [-0.041, 0.077, 0.002], [0.139, 0.123, -0.084], [0.156, 0.109, 0.107], [-0.022, 0.035, -0.109], [-0.089, 0.062, -0.049], [0.047, 0.028, 0.016], [-0.147, 0.076, -0.179], [-0.012, -0.014, -0.095], [0.007, -0.036, -0.020], [-0.064, -0.074, -0.044], [0.024, -0.035, 0.001], [0.076, -0.072, 0.103], [0.075, -0.100, 0.010], [0.043, 0.036, 0.074], [0.004, 0.002, 0.082], [-0.013, 0.068, -0.011], [-0.047, 0.039, 0.002], [-0.014, -0.022, -0.069], [0.065, -0.112, -0.082], [-0.011, -0.021, -0.023], [-0.046, -0.008, -0.039], [0.047, 0.009, 0.040], [-0.061, 0.009, 0.000], [-0.167, 0.175, 0.127], [-0.068, 0.027, -0.011], [0.008, 0.020, 0.065], [0.027, 0.055, 0.032], [0.068, -0.052, 0.010], [0.100, -0.027, -0.016], [0.011, -0.004, -0.084], [-0.056, 0.116, 0.094], [-0.098, 0.000, 0.033], [0.000, 0.008, 0.035], [0.015, 0.002, -0.045], [0.025, 0.008, 0.042], [0.245, 0.122, 0.026], [0.050, -0.008, 0.081], [0.049, -0.019, -0.046], [0.065, -0.003, -0.084], [0.000, -0.050, -0.089], [-0.086, -0.021, -0.069], [-0.101, -0.039, 0.071], [-0.117, -0.045, 0.091], [-0.019, 0.016, 0.016], [-0.014, 0.052, 0.004], [0.028, -0.057, -0.011], [0.000, 0.068, 0.013], [0.099, 0.130, -0.087], [0.016, 0.070, -0.021], [0.062, -0.026, -0.011], [0.032, -0.031, -0.052], [0.010, -0.066, 0.038], [-0.026, -0.078, -0.009], [-0.058, 0.029, 0.043], [0.082, 0.121, -0.055], [0.031, 0.003, -0.004], [0.056, -0.024, -0.006], [-0.057, 0.027, 0.001], [0.031, -0.065, 0.023], [-0.134, -0.188, 0.063], [0.027, -0.067, 0.019], [-0.058, -0.003, 0.036], [-0.065, -0.020, -0.011], [-0.020, 0.085, -0.001], [-0.019, 0.083, -0.050], [0.081, 0.029, 0.010]],
  "s_squared": 0.75,
  "spin_multiplicity": 2,
  "total_energy_ev": -78205.54074,
  "orbital_gap_ev": [8.42, 9.84],
  "de_lowest_kj_mol": 24.2,
  "total_charge": 0,
  "homo_energy_ha": [-0.2955, -0.3479]
}